Entry 1:
ORCA calculation (the ωB97M-V functional and the def2-TZVPD basis) on a molecular structure, C34H58BCaN11O.

Element x y z (Å)
Ca: 1.071 0.784 0.185
C: -1.595 4.447 0.400
C: -1.582 3.344 1.458
C: -2.402 3.747 2.681
C: -2.065 2.049 0.873
C: -3.372 1.592 0.726
C: -3.264 0.363 0.101
C: -4.408 -0.554 -0.228
C: -5.405 0.129 -1.167
C: -5.126 -0.971 1.060
N: -1.953 0.109 -0.106
N: -1.212 1.163 0.374
B: -1.276 -1.084 -0.865
N: -0.418 -0.622 -2.091
N: 0.670 0.231 -2.026
C: 1.084 0.409 -3.274
C: 0.311 -0.339 -4.161
C: -0.628 -0.978 -3.379
C: -1.732 -1.892 -3.833
C: -1.396 -2.525 -5.179
C: -3.058 -1.137 -3.900
C: 2.198 1.350 -3.647
C: 1.640 2.520 -4.461
C: 2.992 1.861 -2.457
N: -0.450 -2.021 0.082
N: 0.690 -1.632 0.757
C: 1.084 -2.699 1.457
C: 0.231 -3.777 1.235
C: -0.727 -3.312 0.358
C: -1.898 -4.083 -0.185
C: -1.531 -5.549 -0.403
C: -3.098 -3.959 0.754
C: 2.254 -2.688 2.405
C: 2.732 -4.103 2.720
C: 1.893 -1.949 3.694
H: -1.223 5.385 0.814
H: -2.612 4.619 0.040
H: -0.977 4.185 -0.461
H: -0.548 3.191 1.777
H: -3.433 3.978 2.403
H: -1.978 4.639 3.144
H: -2.427 2.954 3.428
H: -4.278 2.078 1.046
H: -4.016 -1.446 -0.716
H: -5.865 0.985 -0.669
H: -6.202 -0.562 -1.443
H: -4.937 0.494 -2.080
H: -5.629 -0.111 1.505
H: -4.439 -1.368 1.807
H: -5.883 -1.729 0.851
H: -2.159 -1.735 -1.305
H: 0.425 -0.404 -5.228
H: -1.831 -2.695 -3.100
H: -1.354 -1.774 -5.970
H: -2.165 -3.247 -5.460
H: -0.437 -3.042 -5.154
H: -3.008 -0.351 -4.656
H: -3.291 -0.668 -2.946
H: -3.878 -1.808 -4.160
H: 2.874 0.781 -4.296
H: 0.954 3.112 -3.851
H: 1.095 2.179 -5.341
H: 2.447 3.176 -4.789
H: 2.383 2.474 -1.788
H: 3.804 2.504 -2.801
H: 3.436 1.055 -1.874
H: 0.306 -4.768 1.645
H: -2.176 -3.660 -1.150
H: -1.329 -6.050 0.546
H: -0.648 -5.656 -1.032
H: -2.358 -6.076 -0.879
H: -2.887 -4.454 1.704
H: -3.984 -4.423 0.317
H: -3.328 -2.917 0.968
H: 3.090 -2.170 1.930
H: 1.989 -4.638 3.314
H: 3.650 -4.065 3.308
H: 2.925 -4.683 1.818
H: 1.036 -2.434 4.167
H: 1.645 -0.905 3.511
H: 2.728 -1.970 4.398
N: 2.312 1.554 3.407
C: 3.645 2.099 3.707
C: 4.506 2.016 2.452
C: 4.970 0.580 2.193
C: 4.883 0.117 0.747
N: 3.463 -0.064 0.373
H: 1.843 2.244 2.826
H: 1.754 1.511 4.254
H: 4.102 1.493 4.495
H: 3.594 3.125 4.084
H: 5.376 2.671 2.541
H: 3.924 2.393 1.609
H: 4.362 -0.103 2.797
H: 5.999 0.453 2.543
H: 5.440 -0.818 0.626
H: 5.329 0.848 0.066
H: 3.015 -0.499 1.176
H: 3.380 -0.758 -0.368
O: 1.643 2.775 0.692
N: 1.869 3.909 0.102
C: 1.812 4.971 0.851
C: 1.489 4.907 2.254
N: 1.229 4.871 3.373
C: 2.051 6.241 0.225
N: 2.242 7.259 -0.270

Forces on the atoms, in the same order (eV/Å):
Ca 0.72 -0.41 0.42
C -0.06 0.04 -0.08
C 0.07 -0.06 0.08
C -0.05 0.05 0.02
C 0.15 0.21 0.10
C -0.02 -0.05 -0.02
C -0.10 -0.10 0.00
C -0.01 -0.02 0.00
C -0.04 0.03 -0.01
C -0.04 0.01 0.06
N 0.31 0.11 -0.14
N -0.42 -0.45 -0.11
B 0.02 0.06 0.06
N 0.15 0.13 0.05
N -0.74 -0.43 -0.37
C 0.26 0.23 0.09
C -0.08 -0.08 -0.03
C -0.09 -0.05 0.07
C 0.06 -0.03 0.02
C -0.03 -0.02 -0.08
C -0.05 0.06 -0.03
C 0.04 -0.14 -0.06
C -0.05 0.06 0.01
C 0.05 0.09 0.07
N 0.12 0.22 0.04
N -0.49 -0.09 -0.14
C 0.19 0.10 0.11
C -0.05 -0.01 -0.04
C -0.08 -0.04 -0.10
C 0.04 -0.03 -0.06
C -0.03 -0.06 0.02
C -0.02 0.01 0.05
C 0.00 0.03 -0.04
C -0.01 -0.04 0.06
C -0.02 0.02 0.09
H 0.00 0.01 0.02
H -0.01 0.00 0.01
H 0.02 -0.03 0.02
H -0.05 -0.02 -0.03
H -0.01 0.00 -0.02
H 0.03 0.00 -0.01
H 0.03 -0.02 0.00
H -0.03 0.02 0.00
H -0.01 0.01 -0.01
H 0.00 0.01 0.00
H -0.01 -0.02 0.00
H 0.04 -0.02 0.00
H 0.00 0.02 0.00
H 0.01 0.02 -0.02
H -0.01 -0.01 -0.02
H 0.00 -0.02 0.02
H 0.01 0.00 -0.02
H 0.02 -0.01 -0.01
H 0.00 0.03 0.01
H -0.02 0.00 0.02
H 0.01 -0.01 0.02
H 0.01 0.00 0.00
H 0.00 0.00 0.01
H 0.00 -0.03 -0.02
H 0.00 0.04 0.01
H 0.00 0.00 0.02
H 0.01 -0.03 -0.01
H 0.02 0.00 -0.01
H -0.03 0.00 -0.06
H 0.00 0.00 0.00
H 0.00 -0.05 -0.02
H 0.00 -0.01 0.01
H 0.02 -0.01 0.01
H 0.01 0.00 0.01
H 0.00 0.03 -0.03
H -0.01 0.00 0.00
H 0.01 0.00 0.01
H -0.01 -0.03 -0.01
H 0.04 -0.03 -0.04
H 0.03 -0.02 -0.03
H -0.01 0.00 -0.01
H 0.00 0.00 0.00
H 0.02 0.02 -0.03
H 0.00 0.00 0.01
H -0.02 0.00 -0.06
H 0.01 -0.03 0.00
N -0.15 0.07 -0.06
C 0.03 -0.01 0.04
C 0.06 0.06 0.03
C 0.15 -0.08 -0.08
C -0.09 0.11 -0.11
N -0.05 -0.26 0.07
H -0.04 0.02 -0.07
H 0.09 -0.07 0.03
H -0.03 0.01 0.01
H 0.00 0.03 -0.07
H -0.03 0.02 0.07
H -0.05 -0.04 -0.03
H -0.02 -0.03 0.00
H -0.02 0.01 -0.03
H -0.05 0.02 0.03
H 0.00 0.03 0.07
H 0.08 -0.16 0.09
H 0.07 0.04 0.00
O 0.23 1.27 0.08
N -0.04 -0.19 0.10
C -0.03 -0.01 0.02
C 0.09 0.15 -0.18
N -0.01 -0.08 0.05
C -0.02 -0.16 0.11
N 0.00 0.06 0.00

The calculation puts the HOMO-LUMO gap at 9.309 eV. The calculation puts the relative energy (zero: lowest compared OMol25 entry of this formula, charge and spin) at 0.4513 eV. Its LUMO energy is 0.37 eV. Its net charge is 0. The calculation puts the HOMO energy at -8.9 eV.


Entry 2:
ORCA calculation (the ωB97M-V functional and the def2-TZVPD basis) on 13 unconnected molecules or ions with the total composition C4H34N2O14.

Element x y z (Å)
C: -0.320 -0.169 0.385
C: 0.629 1.025 0.762
C: 0.091 1.860 1.902
O: -0.193 1.069 3.047
N: -1.599 0.342 -0.143
C: -2.097 -0.002 -1.395
N: -1.225 -0.550 -2.343
O: -3.298 0.120 -1.635
H: 0.231 -0.858 -0.349
H: -0.463 -0.786 1.322
H: 0.803 1.677 -0.158
H: 1.634 0.675 0.974
H: -0.860 2.305 1.687
H: 0.794 2.672 2.247
H: 0.435 0.319 3.145
H: -2.320 0.472 0.561
H: -1.571 -0.568 -3.243
H: -0.230 -0.273 -2.327
H: 0.876 3.730 -0.717
H: 1.616 3.474 -2.009
O: 1.789 3.710 -1.127
H: 1.684 -2.537 1.164
H: 2.662 -1.346 1.156
O: 2.512 -2.211 0.761
H: -1.329 -2.556 -1.350
H: -1.631 -2.840 0.109
O: -1.073 -3.098 -0.646
H: -3.057 -2.866 1.970
H: -2.494 -1.478 1.936
O: -2.356 -2.382 1.620
H: 1.780 -0.692 -2.338
H: 2.269 0.625 -1.746
O: 1.759 0.210 -2.477
H: 2.222 -2.356 -0.913
H: 0.915 -2.716 -1.612
O: 1.768 -2.372 -1.822
H: -3.340 0.758 2.739
H: -1.725 0.453 2.908
O: -2.649 0.063 2.657
H: -1.153 2.498 -0.629
H: -0.644 3.128 -1.872
O: -0.833 3.291 -0.986
H: 0.857 1.581 -2.941
H: 0.472 2.608 -4.122
O: 0.527 2.487 -3.166
H: -0.681 -2.828 1.927
H: 0.219 -3.728 1.105
O: 0.220 -3.119 1.834
H: 1.860 -1.270 3.826
H: 1.041 -1.842 2.613
O: 1.453 -1.034 2.999
H: 2.735 2.401 -0.654
H: 4.038 1.652 -0.805
O: 3.164 1.476 -0.576

Forces on the atoms, in the same order (eV/Å):
C 1.46 -0.03 0.18
C -0.20 0.18 -1.67
C 1.05 0.41 0.80
O -0.46 -0.63 0.74
N 0.88 -0.72 -0.45
C -1.27 -0.20 -0.21
N 1.65 0.61 2.71
O 1.05 -0.01 0.13
H -1.07 1.13 0.99
H -0.17 0.73 -1.22
H -0.58 -0.88 1.27
H -0.04 -0.23 0.31
H -0.43 0.54 -0.53
H -0.54 -0.66 -0.77
H 0.04 0.31 -0.23
H 0.03 -0.12 -0.36
H -1.20 0.03 -1.98
H -0.72 -0.18 0.25
H 0.96 -0.01 -0.57
H -0.50 -0.48 -2.15
O 0.05 0.82 2.88
H 0.51 0.28 -0.30
H 0.02 0.02 0.05
O 0.21 -0.28 -0.17
H -0.67 1.40 -1.83
H -0.06 0.08 -0.35
O 0.73 -1.62 1.62
H -1.89 -1.47 0.89
H -0.22 0.83 0.21
O 1.66 0.65 -0.76
H 0.18 -3.79 0.49
H 0.17 -0.11 -0.09
O -0.33 3.94 -0.55
H -0.57 0.08 -1.27
H -1.20 -0.55 0.18
O 1.65 0.24 0.98
H 0.88 -0.72 0.04
H -1.22 -0.18 -0.21
O 0.47 1.10 0.30
H -0.89 -1.97 0.79
H 0.49 -0.62 -2.73
O -0.21 2.68 2.10
H 0.03 0.19 -0.61
H 0.13 -0.37 0.28
O -0.14 0.03 -0.30
H -1.32 0.25 0.02
H -0.15 -0.51 -0.71
O 1.23 -0.41 0.96
H 0.24 -0.33 0.46
H 0.25 0.33 0.64
O -0.32 0.06 -0.32
H 0.16 -1.03 0.13
H 2.53 0.18 -0.63
O -2.28 0.99 0.54

The calculation puts the HOMO-LUMO gap at 9.883 eV. The calculation puts the relative energy (zero: lowest compared OMol25 entry of this formula, charge and spin) at 0.6459 eV. Its LUMO energy is 0.15 eV. Its net charge is 0. The calculation puts the HOMO energy at -9.7 eV.


Energy values, unit eV, following the record order: -73758.553; -36347.826.
Strongest force on any atom values, unit hartree/bohr, following the record order: 0.02521; 0.07756.